(1)
Density functional theory data (wB97M-V/def2-TZVPD) for an isolated molecule of C24H30N4O5.

- Multiplicity: 1
- Charge: 0
- Structure (SMILES): CCOc1ccc(NC(=O)CN2CCN(CC(=O)Nc3ccc(C(=O)OC)cc3)CC2)cc1
- DFT total energy: -41573.7951 eV
- Strongest force on any atom: 0.516 eV/Å
- Relative energy (zero: lowest compared OMol25 entry of this formula, charge and spin): 49.2 kcal/mol

Positions of all 63 atoms, in Å:
H -6.430539 -1.316345 1.042512
H 2.166553 -2.050420 1.843382
C 4.347896 1.464956 0.114578
H 0.871577 -2.283298 -1.542272
O -0.795560 -0.384622 -1.707665
H -7.920083 4.186283 -0.277387
C -4.631080 1.033013 -0.583906
C 3.940260 5.703396 -0.175119
O -6.927166 2.445278 -0.076735
H -2.658923 0.762537 -1.366517
H 3.700940 6.650084 -0.668373
H 0.091376 -5.282475 -1.027351
C 3.288293 0.675144 -0.309610
H 1.880682 -3.780692 2.094524
N -2.262759 -1.799369 -0.660830
C 3.843311 -3.021969 0.189935
C -4.454767 -1.600901 0.262705
H 4.282454 -3.381456 -0.746625
H -0.351635 -3.072762 1.947972
H -0.453287 -3.294606 -2.145700
H 2.491045 -1.188271 -0.612471
H -4.706989 2.057979 -0.909949
H 4.945103 5.396431 -0.491266
H 4.316941 -3.576727 1.015373
C 4.224778 -1.543272 0.328397
H 0.304123 -5.260117 0.726705
C 2.024344 -4.516964 -0.381880
H 5.229469 0.998600 0.521537
H 5.124544 3.420432 0.359783
H 1.313750 0.692642 -1.172366
C 2.149959 1.287921 -0.833961
C -5.597126 -0.876103 0.516696
O 2.966453 4.802532 -0.658506
C -0.133650 -2.659424 -1.312356
H -4.377907 -2.628232 0.589767
C -8.096545 3.210094 0.166958
O 5.253716 -1.202575 0.871727
H 4.610795 6.622100 1.651782
C 0.243104 -2.725317 1.096361
H 0.040240 -1.662924 0.953474
N 2.409485 -3.208562 0.125715
C 1.739310 -2.944998 1.388567
C -3.483857 0.310852 -0.841483
C 3.879046 5.881896 1.339706
N 3.311054 -0.723974 -0.238724
C -6.947481 1.184499 0.386749
C 2.082467 2.659762 -0.924813
C 0.503981 -4.708298 -0.195376
H 2.887372 6.219624 1.630236
N -0.207324 -3.448509 -0.092762
C 4.277335 2.844463 0.022850
O -7.893123 0.716974 0.975417
H -2.290660 -2.743972 -0.291863
H -8.965706 2.731365 -0.289340
C 3.144786 3.459831 -0.497681
H -8.272990 3.303036 1.240777
H 4.084522 4.943913 1.849512
C -3.386831 -1.014994 -0.420770
H 2.289482 -4.554243 -1.442579
H 2.562431 -5.330812 0.132824
C -1.086110 -1.468851 -1.254052
H 1.207433 3.141155 -1.330826
C -5.698331 0.449251 0.094572

Forces on the atoms, in the same order (eV/Å):
H -0.05 -0.04 0.04
H -0.02 -0.05 0.05
C 0.00 -0.26 0.01
H -0.21 0.02 0.00
O 0.07 0.28 -0.15
H 0.01 -0.05 0.02
C -0.29 -0.15 0.18
C 0.22 0.26 0.26
O 0.37 -0.13 -0.12
H 0.01 0.00 -0.01
H 0.12 -0.14 0.04
H 0.02 -0.06 0.08
C 0.25 0.44 0.09
H 0.05 0.05 0.00
N -0.15 -0.32 0.13
C 0.04 0.00 0.06
C 0.11 0.04 -0.05
H 0.01 -0.01 0.06
H 0.05 0.14 0.02
H 0.03 0.03 -0.01
H 0.22 -0.07 0.10
H 0.02 0.07 -0.03
H -0.10 0.03 -0.04
H -0.01 0.12 -0.07
C -0.21 -0.36 -0.09
H 0.02 -0.06 -0.07
C -0.05 0.01 -0.16
H 0.03 -0.02 0.01
H 0.05 0.09 0.04
H -0.11 -0.09 -0.06
C 0.15 -0.01 0.07
C -0.06 0.22 -0.05
O -0.20 -0.16 -0.09
C 0.09 0.06 -0.06
H -0.01 -0.11 0.04
C -0.39 0.06 0.15
O 0.24 0.05 0.10
H 0.09 0.08 0.07
C 0.04 -0.04 0.27
H 0.00 0.00 0.07
N 0.12 -0.12 0.10
C -0.15 0.02 -0.01
C 0.23 0.00 -0.10
C -0.07 -0.17 -0.38
N -0.40 -0.11 -0.23
C -0.29 0.00 0.13
C 0.15 0.17 0.07
C 0.03 -0.13 -0.01
H -0.07 0.05 0.05
N -0.03 0.01 -0.23
C -0.14 0.40 -0.10
O 0.08 0.08 -0.06
H 0.14 0.12 -0.05
H 0.06 0.08 0.04
C -0.05 -0.20 -0.02
H 0.00 0.02 -0.10
H 0.03 -0.03 0.09
C -0.29 0.37 -0.02
H 0.03 -0.07 0.05
H -0.01 0.04 -0.04
C 0.11 -0.46 0.04
H -0.12 0.06 -0.05
C 0.23 -0.09 -0.07



(2)
Density functional theory data (wB97M-V/def2-TZVPD) for a cluster of 6 separate species, C24H30N6 in total.

- Multiplicity: 1
- Charge: 0
- Structure (SMILES): c1cc[nH]c1.c1cc[nH]c1.c1cc[nH]c1.c1cc[nH]c1.c1cc[nH]c1.c1cc[nH]c1
- DFT total energy: -34305.7819 eV
- Strongest force on any atom: 8.548 eV/Å
- Relative energy (zero: lowest compared OMol25 entry of this formula, charge and spin): 185.8 kcal/mol

Positions of all 60 atoms, in Å:
H 2.435100 -3.759967 -1.373450
H 0.691100 4.530033 2.406550
N -0.042900 1.072033 -0.109450
H -1.582900 -1.927967 0.636550
H 6.309100 -1.664967 -1.236450
C -0.998900 0.346033 0.487550
C -0.878900 -0.998967 0.244550
C 5.518100 -2.321967 -1.407450
C -2.052900 0.717033 -3.539450
H 0.498100 -1.793967 -1.405450
C -1.295900 4.056033 1.257550
C -4.092900 -2.799967 0.550550
H -1.963900 3.875033 2.138550
H -1.771900 0.564033 -1.416450
C 3.686100 1.392033 3.397550
H -0.007900 3.775033 -1.795450
H -1.173900 0.131033 -3.961450
H 4.841100 -0.532967 3.736550
H -3.293900 1.258033 -5.341450
C 2.504100 1.654033 2.736550
C 0.775100 0.216033 -0.921450
H -4.032900 1.574033 -0.982450
H -4.642900 -1.139967 3.212550
N 2.183100 0.480033 2.161550
H -4.056900 -3.047967 -0.484450
H 2.684100 -1.616967 2.287550
C -4.077900 1.701033 -3.215450
H 6.513100 -3.568967 -2.716450
H 1.459100 0.650033 -1.716450
H 3.710100 -1.740967 0.054550
C 0.129100 -1.044967 -0.866450
H -5.137900 2.165033 -3.437450
C 4.013100 -0.105967 3.322550
C 4.033100 -2.392967 -0.777450
C 2.917100 -0.650967 2.653550
H -2.939900 -4.565967 1.495550
C -4.634900 -1.739967 1.107550
H -3.367900 -3.510967 3.585550
C -1.301900 3.869033 -0.238450
H 1.725100 4.442033 0.079550
C -4.414900 -1.894967 2.515550
H 0.134100 2.066033 -0.153450
N 0.690100 4.349033 0.364550
N 4.455100 -3.945967 -2.248450
C -3.577900 1.412033 -1.961450
H -5.173900 -0.876967 0.649550
C -0.001900 4.429033 1.672550
H -1.995900 3.396033 -0.832450
N -2.371900 0.803033 -2.206450
H 4.259100 2.228033 4.019550
C 3.459100 -3.535967 -1.328450
C -3.778900 -3.079967 2.748550
H 2.093100 2.517033 2.517550
C -0.094900 4.091033 -0.732450
H 4.335100 -4.792967 -2.882450
N -3.539900 -3.641967 1.593550
H -1.698900 0.911033 0.865550
C 5.645100 -3.352967 -2.242450
C -3.100900 1.094033 -4.348450
H 1.404100 0.285033 1.379550

Forces on the atoms, in the same order (eV/Å):
H -0.85 -0.94 -0.10
H 0.94 0.45 2.71
N 3.32 -1.38 -2.48
H 1.95 2.98 -1.21
H 0.74 1.23 0.74
C 2.48 -2.08 -0.68
C -0.54 -2.12 -1.89
C -3.95 0.47 2.53
C 0.30 -1.81 -1.86
H 1.10 -3.38 -1.84
C 1.19 0.15 1.17
C 1.68 -3.21 -0.40
H -0.22 0.13 -1.73
H -0.07 -0.23 -0.93
C 1.89 0.04 2.01
H 1.48 0.86 0.95
H -0.95 1.03 1.30
H 1.79 -1.24 1.08
H 0.08 -0.04 -2.16
C 4.27 -4.80 0.77
C -2.64 0.00 -0.53
H 0.55 -0.13 -0.37
H -0.35 0.46 0.91
N -3.72 -3.94 -2.17
H 0.23 -0.48 -0.36
H -0.11 -0.62 -0.18
C -1.38 -0.48 -2.53
H 1.94 -1.30 -1.85
H -0.82 -0.71 1.50
H -0.01 -0.48 -0.89
C -0.13 4.20 4.12
H 2.45 -1.01 0.51
C -4.21 3.91 -0.97
C 3.47 -0.20 -0.63
C 1.25 3.93 -0.73
H -2.06 2.92 -0.07
C -1.04 2.18 1.81
H 0.53 -0.62 2.03
C -1.65 0.40 4.25
H -2.10 0.22 1.76
C -0.35 0.52 -0.01
H -0.74 -0.04 0.55
N 4.17 0.96 -1.12
N -2.83 -5.71 -2.64
C -0.32 0.20 -2.68
H 0.70 -1.10 0.28
C -1.42 -1.83 -8.23
H -2.15 -0.50 -0.82
N 1.04 -0.06 1.19
H -1.17 -2.21 -1.49
C 4.10 3.23 -0.86
C -0.63 2.17 0.29
H -2.20 3.91 -1.01
C -0.31 -0.47 0.87
H -0.13 1.64 1.46
N 1.30 -2.81 -4.53
H -3.76 2.26 2.98
C -2.50 2.10 2.22
C -1.89 2.46 7.15
H 2.26 0.93 2.76



(3)
Density functional theory data (wB97M-V/def2-TZVPD) for an isolated molecule of C24H30N6O.

- Multiplicity: 1
- Charge: 0
- Structure (SMILES): COc1ccc([C@@H](c2nnnn2C2CCCC2)N2CCN(c3ccccc3)CC2)cc1
- DFT total energy: -36361.9062 eV
- Strongest force on any atom: 1.674 eV/Å
- Relative energy (zero: lowest compared OMol25 entry of this formula, charge and spin): 80.8 kcal/mol

Positions of all 61 atoms, in Å:
H -1.345989 -2.672911 2.162149
C -1.592264 -3.915681 0.411818
H -3.082035 -1.149913 -0.620796
H -0.626591 -4.461788 3.617021
C -1.484795 -5.236785 -0.039926
C -1.279284 -3.668860 1.751970
C -1.766992 3.383359 -1.666901
C -0.747245 -5.985098 2.120502
H -2.457014 7.222058 -1.647519
C -1.584838 -2.857402 -1.804939
H -0.301506 -1.181782 0.646488
N -2.078697 -2.933210 -0.445832
H -2.082740 1.271725 -1.725353
C 0.929899 2.765292 -1.588480
C 1.201707 1.458156 1.366482
H 0.826849 0.087613 -2.644722
H -1.356836 -3.848625 -2.189864
H 0.301378 1.774228 0.836731
C 0.462711 0.296700 -1.628475
C -1.064490 -6.248239 0.798203
H 1.248273 4.884849 -1.577233
H -2.823211 3.596799 -1.712494
H -0.991514 -7.256032 0.415475
N -0.618219 -0.654342 -1.388379
C 1.990256 2.865812 3.195749
N 2.601451 -0.795549 -1.037519
N 3.022177 -0.060891 0.923376
H 0.950780 -0.268338 2.693177
H -1.295823 0.272524 0.352882
C 1.839973 1.441505 3.718030
H 0.485771 -2.470936 -1.312760
C -0.829718 4.408570 -1.618794
H -0.417000 -6.777201 2.774744
H -2.368592 -2.409849 -2.424919
H -2.742387 -1.631717 1.047629
C 1.637460 0.047915 -0.734033
H 2.797948 0.924761 3.659967
N 3.422479 -0.828574 0.001610
C -0.006681 1.733741 -1.603384
H 2.855853 3.378711 3.609838
H -2.948127 5.790891 -2.586102
N 1.886837 0.520023 0.515405
C -1.066838 -0.731538 -0.008825
H 1.985128 2.532043 -1.579456
H -3.035138 5.766249 -0.801055
C 0.527969 4.082354 -1.590387
O -1.120262 5.737614 -1.603676
H -1.752859 -5.481422 -1.056340
H 3.139395 2.406389 1.436041
H -0.166266 1.067964 2.999389
C -1.350987 2.061814 -1.666565
C -2.469102 6.133504 -1.663389
H 1.820912 3.545446 1.115885
C -0.323847 -1.988315 -1.886089
H -0.004522 -1.909491 -2.927054
H 1.096714 3.447273 3.429715
C 2.109517 2.664193 1.686628
C -0.866434 -4.689735 2.588070
C 0.859849 0.816505 2.727856
C -2.330659 -1.597058 0.039477
H 1.475802 1.399310 4.742785

Forces on the atoms, in the same order (eV/Å):
H 0.00 0.09 -0.02
C -0.02 -0.28 0.24
H 0.02 0.04 0.09
H 0.01 0.02 0.07
C 0.06 0.02 -0.12
C -0.05 0.23 -0.09
C -0.13 0.39 0.00
C 0.04 -0.06 0.15
H -0.06 -0.08 0.00
C 0.36 0.04 -0.25
H -0.02 0.08 -0.02
N -0.28 0.16 -0.11
H -0.07 -0.10 0.01
C -0.19 0.04 -0.04
C -0.24 0.33 0.42
H 0.00 -0.02 0.22
H -0.06 0.04 -0.01
H 0.19 -0.11 0.07
C -0.16 -0.10 -0.19
C 0.05 0.00 -0.01
H 0.10 0.11 0.00
H -0.09 0.06 0.00
H -0.01 -0.07 -0.04
N 0.00 0.10 -0.13
C 0.09 -0.07 -0.01
N -0.54 0.06 -0.82
N -0.08 0.63 1.14
H -0.11 -0.02 -0.06
H 0.02 0.00 0.05
C -0.14 0.08 0.07
H -0.04 0.03 -0.08
C 0.09 -0.09 0.01
H 0.03 -0.07 0.05
H 0.06 -0.07 -0.04
H -0.02 0.01 -0.04
C 0.26 0.12 0.54
H 0.04 -0.03 0.03
N 0.78 -0.56 0.02
C -0.15 0.05 -0.12
H -0.01 0.10 0.04
H 0.01 0.00 0.04
N 0.15 -0.82 -1.45
C -0.30 -0.05 0.12
H 0.14 0.00 0.04
H 0.02 0.00 -0.04
C -0.11 0.14 -0.03
O 0.32 -0.16 0.01
H -0.05 0.00 -0.07
H -0.04 0.02 -0.04
H -0.04 0.01 0.01
C 0.27 -0.11 0.03
C -0.23 0.06 -0.01
H 0.05 0.00 -0.05
C -0.16 -0.31 -0.11
H 0.05 -0.03 0.01
H -0.03 0.06 0.06
C -0.04 0.20 0.02
C 0.03 -0.16 0.05
C 0.05 -0.09 0.09
C 0.16 0.19 0.23
H 0.04 -0.04 0.07



| no. | lowest unoccupied orbital energy (eV) |
| --- | --- |
| 1 | 0.48 |
| 2 | 0.61 |
| 3 | 0.51 |